Entry 1:
14
Properties=species:S:1:pos:R:3:forces:R:3:mulliken_charge:R:1 method="wB97M-V/def2-TZVPD" smiles=OCC(O)CO de_lowest_kj_mol=195.92 spin_multiplicity=1 e_lumo_ha=0.0176 orbital_gap_ev=10.88
O 0.53036 -2.12872 0.48161 0.9 0.1 -1.1 -0.501
C -0.36467 -1.05209 0.63279 -0.1 1.4 -1.2 -0.348
C -0.32404 0.00532 -0.60237 -0.3 -1.1 1.4 0.190
O 0.92010 -0.05031 -1.27419 0.8 -1.0 0.3 -0.544
C -0.52842 1.38618 0.05022 -0.2 -0.2 -0.2 -0.664
O 0.62047 1.74894 0.77654 0.2 0.0 -0.2 -0.507
H 1.24661 -1.88812 -0.17925 -1.3 -0.9 1.8 0.266
H -1.40510 -1.41228 0.63392 0.5 -0.2 0.3 0.297
H -0.13380 -0.47960 1.54474 -0.1 -0.4 -0.2 0.274
H -1.14421 -0.24489 -1.29985 0.4 0.2 0.2 0.274
H 1.38758 -0.91969 -1.06585 -0.9 2.2 -1.0 0.268
H -0.82277 2.17846 -0.65725 0.2 -0.3 0.0 0.304
H -1.34656 1.28408 0.77718 0.1 0.1 -0.2 0.339
H 1.36446 1.57271 0.18173 0.0 0.1 0.2 0.352



Entry 2:
83
Properties=species:S:1:pos:R:3:forces:R:3:mulliken_charge:R:1 method="wB97M-V/def2-TZVPD" spin_multiplicity=11 e_lumo_ha="-0.0246 / -0.0791" orbital_gap_ev="7.56 / 5.57"
Fe 2.91143 -1.88109 -1.45282 -0.5 0.5 -1.4 0.641
Fe 1.67912 1.19986 -2.85704 0.6 -2.9 0.2 0.545
Pd -1.84964 -0.31800 -1.35415 -0.3 -0.3 -1.0 -0.001
P 0.80471 0.20753 -0.56769 -1.5 -0.1 -1.6 2.641
O 1.64410 -1.03740 -0.26595 0.4 0.6 1.4 0.535
O 1.60065 1.54804 -0.84937 0.4 -0.1 0.7 -1.940
O -0.44307 0.32959 0.28428 1.7 0.4 1.3 1.679
O 0.29128 0.01253 -2.04483 0.5 0.3 -0.9 -1.383
P 3.01196 -0.88087 -3.97087 1.7 0.3 1.2 0.986
O 2.46456 -2.21002 -3.40393 -0.4 -0.2 -0.4 -0.610
O 3.16641 -0.10875 -2.56757 -0.4 1.7 2.0 -0.620
O 1.96794 0.17472 -4.49864 -0.9 0.4 -0.5 -0.587
O 4.40757 -0.88750 -4.44729 -0.5 -0.4 -1.5 -0.692
C -2.92231 2.95480 1.16520 0.1 0.0 -0.4 -0.024
C -3.51296 2.63041 -0.19915 0.0 0.6 -0.2 -0.508
O -2.53293 2.10413 -1.08784 -0.2 0.4 -0.1 -0.268
O -2.22056 1.87136 1.71203 0.1 0.1 0.2 -0.580
H -3.71797 3.23839 1.85559 0.0 0.0 0.0 0.465
H -2.26683 3.82560 1.02681 0.0 0.0 0.2 -0.232
H -3.90072 3.56484 -0.63656 -0.2 -0.1 0.2 0.386
H -4.33409 1.91654 -0.13537 0.2 -0.2 0.0 0.147
H -1.86485 2.79528 -1.22609 0.1 -0.2 0.2 0.114
H -1.50975 1.62452 1.09353 -0.2 -0.2 0.1 0.014
C 0.79077 -4.15049 0.75877 0.6 0.0 0.6 0.156
C 1.34417 -4.45111 -0.60384 -0.3 -0.5 -0.5 -0.585
O 2.61880 -3.81085 -0.85819 0.3 -0.4 0.6 -0.480
O 1.48278 -4.86923 1.79754 -0.1 -0.1 -0.4 -0.540
H -0.23809 -4.49618 0.81070 -0.1 0.1 0.0 0.286
H 0.84747 -3.07758 0.96060 -0.3 0.0 -0.1 -0.041
H 0.66085 -4.14393 -1.39508 0.1 0.4 0.0 0.352
H 1.47656 -5.52697 -0.74729 0.1 0.0 0.2 0.333
H 3.28223 -4.21314 -0.28469 0.0 -0.1 -0.2 0.254
H 2.37751 -4.53111 1.89983 -0.1 0.2 0.1 0.335
C 1.71404 -1.37209 3.46872 0.1 -0.1 0.2 -0.245
C 0.29315 -0.89260 3.63996 -0.2 -0.4 -0.1 -0.425
O -0.46790 -1.28222 2.48685 0.4 0.7 0.0 -0.615
O 2.42859 -0.62308 2.51473 0.3 0.2 -0.4 -0.502
H 1.67698 -2.43930 3.20762 0.0 0.0 -0.1 -0.032
H 2.26816 -1.31102 4.40932 0.0 0.2 0.0 0.461
H 0.23391 0.19303 3.74772 0.2 0.0 0.2 0.211
H -0.11879 -1.37573 4.53021 -0.2 0.1 -0.1 0.451
H -0.24672 -0.58942 1.81779 -0.4 -0.5 0.1 -0.063
H 2.09267 -0.78583 1.61631 0.0 -0.2 0.3 0.012
C -5.11851 -2.01507 0.86492 -0.4 -1.0 0.1 -0.613
C -3.88378 -1.71925 1.64089 0.4 0.8 0.1 -0.439
O -2.83763 -1.26075 0.80330 0.2 -0.6 0.2 -0.082
O -5.80297 -0.82864 0.47506 -0.1 0.2 -0.3 -0.604
H -5.75048 -2.62826 1.52207 -0.2 0.2 0.0 0.449
H -4.91792 -2.64628 -0.00857 0.3 0.2 0.0 0.253
H -3.60904 -2.62868 2.18381 0.1 0.0 0.0 0.338
H -4.09289 -0.90837 2.35054 -0.2 -0.3 0.2 0.295
H -2.02915 -1.23301 1.34780 -0.3 0.1 0.0 0.006
H -6.59182 -1.11188 -0.00167 -0.1 0.1 0.2 0.279
C 6.57032 1.09279 0.37032 1.1 0.3 -0.5 -0.613
C 5.12001 1.00133 0.62970 -0.8 -0.4 0.5 -0.049
O 4.41745 1.30783 -0.55545 -0.1 0.4 0.2 -0.410
O 6.91941 0.15384 -0.64138 0.0 -0.3 0.1 -0.481
H 7.16110 0.92514 1.27694 -0.2 -0.1 0.1 0.394
H 6.81299 2.10011 0.00599 -0.1 0.0 0.1 0.275
H 4.85270 1.66006 1.46400 0.0 0.1 -0.1 0.316
H 4.83650 -0.01448 0.94557 0.3 0.0 0.1 0.092
H 3.51606 1.54049 -0.30100 0.0 -0.1 -0.3 0.102
H 7.86379 -0.01182 -0.59916 0.0 0.1 -0.1 0.271
C -4.48007 0.23079 -2.93514 -0.1 -0.1 -0.3 -0.369
C -3.51246 -0.27527 -3.97236 0.7 -0.6 -0.2 -0.579
O -2.14050 0.01052 -3.57690 -1.3 0.2 -0.8 -0.275
O -4.18818 -0.43883 -1.71974 -0.4 0.0 -0.2 -0.212
H -5.48370 -0.01954 -3.30323 0.0 0.0 0.1 0.474
H -4.41534 1.32034 -2.84678 0.1 -0.1 0.2 0.160
H -3.72257 0.11180 -4.97452 0.0 0.4 0.2 0.403
H -3.59106 -1.36801 -4.04873 -0.2 0.1 0.1 0.315
H -1.59437 -0.30942 -4.30487 0.4 -0.1 0.4 0.222
H -4.91781 -0.37805 -1.07522 0.3 0.1 0.1 0.201
C 0.85366 3.94667 1.78946 0.2 -0.1 0.6 -0.267
C 0.28988 4.58348 0.54795 0.0 0.2 0.1 -0.590
O -0.10894 3.64547 -0.43196 0.0 -0.3 -0.2 -0.534
O 2.07191 3.24102 1.54742 -0.2 0.3 0.1 -0.585
H 0.11440 3.32451 2.31517 0.0 -0.2 -0.4 0.053
H 1.07357 4.74973 2.50107 0.3 0.0 -0.1 0.439
H 1.03843 5.27203 0.14280 0.0 0.0 -0.1 0.261
H -0.59244 5.16322 0.83164 0.0 0.0 -0.1 0.433
H 0.55943 2.92922 -0.48968 -0.3 0.4 -0.1 0.316
H 1.91876 2.55959 0.88007 -0.1 0.0 0.1 0.320



Entry 3:
17
Properties=species:S:1:pos:R:3:forces:R:3:mulliken_charge:R:1 method="wB97M-V/def2-TZVPD" smiles="CC[C@@H](O)CC=O" de_lowest_kj_mol=151.98 spin_multiplicity=1 e_lumo_ha=0.0373 orbital_gap_ev=11.02
C -2.23599 -0.66711 -0.54698 0.0 0.0 0.0 -1.227
C -1.11666 0.36299 -0.67352 0.0 0.0 0.0 -0.608
C 0.02803 0.08570 0.29362 -0.2 0.1 0.0 0.298
O 0.44428 -1.26008 0.07731 -0.1 -0.3 0.3 -0.582
C 1.25297 1.02642 0.08408 0.0 0.0 0.0 -0.657
C 2.41084 0.07704 -0.11012 0.4 0.1 0.2 0.100
O 2.93138 -0.48950 0.82738 0.1 0.4 -0.4 -0.522
H -3.02742 -0.48628 -1.28184 0.1 0.0 0.1 0.361
H -1.83506 -1.67103 -0.70641 -0.1 0.1 0.0 0.298
H -2.68840 -0.64099 0.45154 0.1 0.0 -0.1 0.307
H -0.71776 0.35744 -1.69630 0.0 0.0 0.1 0.359
H -1.50033 1.37565 -0.48965 0.1 -0.1 0.0 0.323
H -0.34672 0.18304 1.32254 0.1 0.0 -0.1 0.256
H 1.13420 -1.45568 0.73459 -0.4 -0.1 -0.2 0.312
H 1.45668 1.63452 0.97122 -0.1 -0.1 -0.1 0.314
H 1.12087 1.68500 -0.78142 0.0 -0.2 0.1 0.345
H 2.71131 -0.15631 -1.14837 0.1 0.1 0.1 0.325



In order of appearance, calculated total energy = -344.7737, -5552.0778, -346.9675 a.u..